13 unconnected molecules or ions with the total composition C33H98N16O13 in a non-equilibrium geometry. Source: the OMol25 dataset; level of theory: wB97M-V/def2-TZVPD.

Each atom is followed by the atoms it is bonded to, with distances in Å.
Atoms and positions in Å:
1 C 9.97147 -3.89768 0.44681  C2 1.515, H7 1.090, H8 1.090, H9 1.090
2 C 9.34795 -2.70913 -0.25566  C1 1.515, C3 1.503, N6 1.473, H10 1.090
3 C 7.96333 -2.99256 -0.76672  C2 1.503, O4 1.395, H11 1.090, H12 1.090
4 O 7.41485 -1.87214 -1.39150  C3 1.395, C5 1.425
5 C 6.17082 -2.11902 -2.04210  O4 1.425, H13 1.090, H14 1.090, H15 1.090
6 N 9.22495 -1.59568 0.70124  C2 1.473, H16 1.010, H17 1.010
7 H 10.17126 -4.76096 -0.18795  C1 1.090
8 H 9.51915 -4.27292 1.36480  C1 1.090
9 H 10.91299 -3.43468 0.74222  C1 1.090
10 H 10.01562 -2.39401 -1.05754  C2 1.090
11 H 7.34155 -3.15625 0.11345  C3 1.090
12 H 7.72638 -3.91458 -1.29759  C3 1.090
13 H 6.21187 -3.00562 -2.67483  C5 1.090
14 H 5.84666 -1.32645 -2.71652  C5 1.090
15 H 5.38615 -2.14469 -1.28596  C5 1.090
16 H 8.65094 -0.84185 0.35143  N6 1.010
17 H 8.99963 -1.83934 1.65515  N6 1.010
18 C -1.72280 -5.34625 -3.14030  C19 1.526, H24 1.090, H25 1.090, H26 1.090
19 C -0.76849 -4.19835 -3.45727  C18 1.526, C20 1.550, N23 1.432, H27 1.090
20 C -0.84526 -3.02975 -2.44216  C19 1.550, O21 1.386, H28 1.090, H29 1.090
21 O -2.08909 -2.51940 -2.10479  C20 1.386, C22 1.449
22 C -2.77558 -1.81054 -3.16618  O21 1.449, H30 1.090, H31 1.090, H32 1.090
23 N 0.55547 -4.71499 -3.63645  C19 1.432, H33 1.010, H34 1.010
24 H -2.72776 -4.96477 -2.95962  C18 1.090
25 H -1.53103 -5.86351 -2.20021  C18 1.090
26 H -1.69067 -6.08862 -3.93777  C18 1.090
27 H -1.13952 -3.74161 -4.37479  C19 1.090
28 H -0.28616 -2.14775 -2.75456  C20 1.090
29 H -0.37650 -3.29346 -1.49410  C20 1.090
30 H -3.25454 -0.91763 -2.76443  C22 1.090
31 H -3.45261 -2.59755 -3.49836  C22 1.090
32 H -2.27960 -1.52500 -4.09385  C22 1.090
33 H 0.45262 -5.67652 -3.92796  N23 1.010
34 H 0.97770 -4.69435 -2.71918  N23 1.010
35 C -6.81957 0.81794 7.10309  C36 1.536, H41 1.090, H42 1.090, H43 1.090
36 C -7.64336 0.86750 5.80773  C35 1.536, C37 1.511, N40 1.445, H44 1.090
37 C -6.85217 0.89980 4.52058  C36 1.511, O38 1.449, H45 1.090, H46 1.090
38 O -5.80304 1.89859 4.46992  C37 1.449, C39 1.375
39 C -5.34391 2.24662 3.22197  O38 1.375, H47 1.090, H48 1.090, H49 1.090
40 N -8.55277 -0.25162 5.90322  C36 1.445, H50 1.010, H51 1.010
41 H -7.45619 0.82248 7.98785  C35 1.090
42 H -6.16558 1.67169 7.28058  C35 1.090
43 H -6.18558 -0.06867 7.11173  C35 1.090
44 H -8.14875 1.81871 5.64075  C36 1.090
45 H -7.40839 1.01618 3.59043  C37 1.090
46 H -6.44717 -0.09661 4.34381  C37 1.090
47 H -6.17820 2.75020 2.73364  C39 1.090
48 H -5.02692 1.39929 2.61398  C39 1.090
49 H -4.44328 2.85559 3.30030  C39 1.090
50 H -9.12648 -0.48235 5.10465  N40 1.010
51 H -9.19234 0.03703 6.62968  N40 1.010
52 C 3.28269 0.27699 -3.86602  C53 1.559, H58 1.090, H59 1.090, H60 1.090
53 C 3.96352 1.64892 -4.15856  C52 1.559, C54 1.487, N57 1.478, H61 1.090
54 C 4.36124 1.88905 -5.57078  C53 1.487, O55 1.446, H62 1.090, H63 1.090
55 O 3.12302 2.04024 -6.30215  C54 1.446, C56 1.420
56 C 3.36824 1.78066 -7.67668  O55 1.420, H64 1.090, H65 1.090, H66 1.090
57 N 2.93974 2.63405 -3.75302  C53 1.478, H67 1.010, H68 1.010
58 H 3.38409 0.09729 -2.79573  C52 1.090
59 H 3.78238 -0.53575 -4.39316  C52 1.090
60 H 2.20333 0.14289 -3.93732  C52 1.090
61 H 4.85640 1.82771 -3.55948  C53 1.090
62 H 4.90011 1.00736 -5.91769  C54 1.090
63 H 5.07770 2.69874 -5.70930  C54 1.090
64 H 2.45274 1.86343 -8.26244  C56 1.090
65 H 3.79782 0.79750 -7.86895  C56 1.090
66 H 4.03358 2.54172 -8.08436  C56 1.090
67 H 3.31321 3.55776 -3.58754  N57 1.010
68 H 2.54756 2.64769 -4.68367  N57 1.010
69 C -1.05768 4.30583 -0.87124  C70 1.529, H75 1.090, H76 1.090, H77 1.090
70 C -1.45109 4.96884 0.44885  C69 1.529, C71 1.486, N74 1.412, H78 1.090
71 C -2.19588 6.24902 0.32577  C70 1.486, O72 1.446, H79 1.090, H80 1.090
72 O -2.07528 6.93728 1.59200  C71 1.446, C73 1.388
73 C -2.67705 8.18143 1.71550  O72 1.388, H81 1.090, H82 1.090, H83 1.090
74 N -2.12375 4.14305 1.37625  C70 1.412, H84 1.010, H85 1.010
75 H -0.39637 3.49307 -0.57092  C69 1.090
76 H -0.48628 5.00370 -1.48327  C69 1.090
77 H -1.87421 3.84631 -1.42821  C69 1.090
78 H -0.49933 5.33757 0.83132  C70 1.090
79 H -3.26324 6.25246 0.10481  C71 1.090
80 H -1.74863 6.87574 -0.44578  C71 1.090
81 H -3.75916 8.12684 1.83454  C73 1.090
82 H -2.51115 8.86326 0.88142  C73 1.090
83 H -2.18122 8.57979 2.60069  C73 1.090
84 H -2.30535 4.84471 2.07966  N74 1.010
85 H -1.35423 3.69043 1.84856  N74 1.010
86 C -2.23981 0.22546 1.78036  C87 1.566, H92 1.090, H93 1.090, H94 1.090
87 C -1.32910 0.36415 0.51360  C86 1.566, C88 1.572, N91 1.422, H95 1.090
88 C -0.11282 -0.63120 0.49198  C87 1.572, O89 1.451, H96 1.090, H97 1.090
89 O 0.69857 -0.52630 -0.70584  C88 1.451, C90 1.431
90 C 1.79447 -1.42824 -0.52725  O89 1.431, H98 1.090, H99 1.090, H100 1.090
91 N -2.19748 -0.03967 -0.53695  C87 1.422, H101 1.010, H102 1.010
92 H -3.24741 0.57708 1.55851  C86 1.090
93 H -1.84934 0.68465 2.68853  C86 1.090
94 H -2.39079 -0.84364 1.92977  C86 1.090
95 H -1.04978 1.41105 0.39487  C87 1.090
96 H -0.32664 -1.67657 0.71462  C88 1.090
97 H 0.49340 -0.22691 1.30263  C88 1.090
98 H 1.42380 -2.45207 -0.47758  C90 1.090
99 H 2.32500 -1.29547 0.41562  C90 1.090
100 H 2.55263 -1.48928 -1.30800  C90 1.090
101 H -1.50493 -0.26359 -1.23719  N91 1.010
102 H -2.61257 -0.93059 -0.30447  N91 1.010
103 C 0.99366 -2.84101 3.79429  C104 1.517, H106 1.090, H107 1.090, H108 1.090
104 C 0.07278 -2.29988 4.87161  C103 1.517, O105 1.403, H109 1.090, H110 1.090
105 O -0.30789 -0.99651 4.51956  C104 1.403, H111 0.960
106 H 1.94627 -2.31403 3.84831  C103 1.090
107 H 0.63115 -2.90454 2.76830  C103 1.090
108 H 1.21260 -3.85477 4.12963  C103 1.090
109 H 0.35330 -2.29102 5.92485  C104 1.090
110 H -0.72611 -3.03092 4.74727  C104 1.090
111 H -1.13490 -0.83725 4.98030  O105 0.960
112 C -0.78531 1.47230 -3.21067  C113 1.567, H115 1.090, H116 1.090, H117 1.090
113 C -0.69782 2.51192 -4.38046  C112 1.567, O114 1.444, H118 1.090, H119 1.090
114 O -1.82223 2.41701 -5.28195  C113 1.444, H120 0.960
115 H -1.66778 1.75117 -2.63484  C112 1.090
116 H 0.15593 1.45713 -2.66119  C112 1.090
117 H -1.05434 0.58957 -3.79077  C112 1.090
118 H 0.22641 2.34073 -4.93237  C113 1.090
119 H -0.51691 3.50475 -3.96856  C113 1.090
120 H -2.56949 2.91360 -4.94047  O114 0.960
121 C 1.85465 -6.46190 -0.01010  O122 1.207, N123 1.298, N124 1.325
122 O 2.88427 -7.08236 -0.12205  C121 1.207
123 N 0.66094 -6.95253 -0.14716  C121 1.298, H125 1.010, H126 1.010
124 N 1.66887 -5.27176 0.54178  C121 1.325, H127 1.010, H128 1.010
125 H -0.17176 -6.54464 0.25326  N123 1.010
126 H 0.67387 -7.96027 -0.21345  N123 1.010
127 H 2.53663 -4.79175 0.73331  N124 1.010
128 H 0.79663 -5.04550 0.99796  N124 1.010
129 C 2.48999 2.42732 0.18245  O130 1.224, N131 1.307, N132 1.339
130 O 2.01098 2.05501 1.24601  C129 1.224
131 N 2.59008 1.60723 -0.83057  C129 1.307, H133 1.010, H134 1.010
132 N 2.79425 3.68507 -0.16188  C129 1.339, H135 1.010, H136 1.010
133 H 2.65070 1.94386 -1.78089  N131 1.010
134 H 2.21779 0.69116 -0.62484  N131 1.010
135 H 2.73194 4.39522 0.55359  N132 1.010
136 H 3.20805 3.81113 -1.07456  N132 1.010
137 C -1.77174 -4.16685 1.41768  O138 1.213, N139 1.287, N140 1.310
138 O -0.58851 -4.41779 1.50253  C137 1.213
139 N -2.38905 -3.66291 0.40723  C137 1.287, H141 1.010, H142 1.010
140 N -2.65771 -4.32760 2.36942  C137 1.310, H143 1.010, H144 1.010
141 H -3.38456 -3.55997 0.54315  N139 1.010
142 H -1.98106 -3.38768 -0.47475  N139 1.010
143 H -2.48284 -4.81817 3.23479  N140 1.010
144 H -3.58745 -4.02945 2.11097  N140 1.010
145 C 1.21183 1.86124 5.35015  O146 1.215, N147 1.274, N148 1.333
146 O 0.83162 1.08644 6.20481  C145 1.215
147 N 1.65992 3.02501 5.61076  C145 1.274, H149 1.010, H150 1.010
148 N 1.10514 1.56252 4.05547  C145 1.333, H151 1.010, H152 1.010
149 H 1.91570 3.47556 4.74376  N147 1.010
150 H 1.88025 3.42077 6.51349  N147 1.010
151 H 1.52386 2.07982 3.29575  N148 1.010
152 H 0.57930 0.73223 3.82268  N148 1.010
153 C -5.03708 2.97185 -0.88971  O154 1.151, N155 1.331, N156 1.295
154 O -5.29146 4.01431 -0.47351  C153 1.151
155 N -3.84311 2.49646 -0.54325  C153 1.331, H157 1.010, H158 1.010
156 N -5.68133 2.24492 -1.74596  C153 1.295, H159 1.010, H160 1.010
157 H -3.38537 2.99762 0.20470  N155 1.010
158 H -3.48953 1.55273 -0.60998  N155 1.010
159 H -5.45402 1.26085 -1.74095  N156 1.010
160 H -6.57244 2.62498 -2.03159  N156 1.010

Computed properties:
**Orbital gap (alpha / beta)**: 7.2 / 1.7 eV
**E_tot**: -86257.1477 eV
**E_HOMO (alpha / beta)**: -9.9 / -9.9 eV
**2S+1**: 2
**Total charge**: +1
**⟨S²⟩**: 0.763